(1)
Below is C18H29O2PdSi as an isolated structure, with properties calculated with ωB97M-V with the def2-TZVPD basis set.

CARTESIAN COORDINATES (ANGSTROEM)
Pd: 0.08118 0.21718 0.60471
C: 2.20059 0.52150 1.36904
C: 2.29816 -0.39352 0.26506
C: 2.00510 0.32214 -0.93537
H: 2.61466 -1.43061 0.33573
C: 1.66222 1.65606 -0.57804
C: 1.76486 1.78328 0.84567
H: 1.57236 2.67512 1.44218
H: 2.44122 0.29886 2.40413
H: 2.10106 -0.08329 -1.94271
H: 1.41314 2.45275 -1.27552
C: -2.12993 0.45700 1.00743
C: -1.51883 1.70344 1.40905
C: -1.05575 2.36068 0.23126
H: -1.45824 2.08808 2.43452
C: -1.36425 1.53318 -0.88904
C: -2.01498 0.35977 -0.42253
H: -2.40269 -0.45527 -1.02517
H: -2.60161 -0.25502 1.66574
H: -0.57824 3.34481 0.20341
H: -1.17889 1.79269 -1.94006
O: 0.40062 -2.69625 0.13168
C: -0.29033 -0.63112 -4.38413
C: 0.32721 -1.82583 -4.36295
C: 0.52660 0.62880 -4.31760
C: -1.79281 -0.58036 -4.28029
C: 0.46281 -2.68355 -1.11802
H: 1.41671 -1.86903 -4.27851
H: -0.25727 -2.74770 -4.33803
H: -0.41122 -3.01541 -1.76148
H: 1.40508 -2.28698 -1.61360
H: 0.41895 1.22829 -5.24491
H: 1.59557 0.40125 -4.17560
H: 0.20416 1.24963 -3.46128
H: -2.27402 -0.50705 -5.27731
H: -2.09671 0.28559 -3.67459
H: -2.18612 -1.49100 -3.79368
C: -1.85763 -0.45621 4.62254
Si: -0.08273 -0.47806 3.95505
C: 0.63698 1.25908 4.26678
C: 0.86642 -1.76104 4.97036
O: -0.03705 -0.93269 2.41701
H: -1.83739 -0.41572 5.72134
H: -2.39054 -1.37005 4.32374
H: -2.43570 0.40311 4.25823
H: 0.58593 1.47628 5.34449
H: 1.68771 1.34508 3.96354
H: 0.08240 2.04906 3.74368
H: 0.48597 -2.76805 4.74443
H: 1.93651 -1.75600 4.72124
H: 0.75683 -1.58189 6.04898

## Properties
- <S²>: 6.019
- Charge: -1
- E_HOMO (spin up / spin down): 0.07 / -3.54 eV
- LUMO (spin up / spin down): 2.93 / 1.44 eV
- Multiplicity: 5
- Gap between HOMO and LUMO (spin up / spin down): 2.866 / 4.979 eV

The Löwdin scheme yields these atomic charges, measured in e: Pd 1.015; C -0.157; C -0.139; C -0.128; H 0.110; C -0.153; C -0.167; H 0.105; H 0.088; H 0.082; H 0.103; C -0.156; C -0.161; C -0.169; H 0.088; C -0.153; C -0.151; H 0.098; H 0.101; H 0.106; H 0.087; O -0.304; C -0.425; C 0.002; C -0.088; C -0.083; C -0.434; H 0.055; H 0.056; H -0.008; H -0.017; H 0.079; H 0.068; H 0.048; H 0.075; H 0.058; H 0.077; C -0.189; Si 0.223; C -0.180; C -0.182; O -0.422; H 0.015; H 0.028; H 0.011; H 0.021; H 0.007; H 0.000; H 0.029; H 0.019; H 0.013

---

(2)
Below is C18H29OSiTi as an isolated structure, with properties calculated with ωB97M-V with the def2-TZVPD basis set.

CARTESIAN COORDINATES (ANGSTROEM)
Ti: 0.13999 0.80175 0.62869
C: 1.89179 0.96158 2.07261
C: 2.38533 0.13013 1.00783
C: 2.40786 0.90304 -0.19152
H: 2.76244 -0.88531 1.12437
C: 1.93908 2.21677 0.11604
C: 1.64529 2.25814 1.51623
H: 1.38985 3.14861 2.09757
H: 1.79752 0.67239 3.11877
H: 2.84885 0.59254 -1.14038
H: 1.92224 3.06013 -0.57880
C: -2.00689 0.86206 1.56505
C: -1.23279 2.02192 1.93462
C: -0.99866 2.78770 0.73262
H: -0.94469 2.27940 2.94562
C: -1.62284 2.10825 -0.36321
C: -2.23218 0.91386 0.14431
H: -2.86483 0.23084 -0.41569
H: -2.44011 0.15181 2.25441
H: -0.52858 3.76234 0.66547
H: -1.76247 2.51836 -1.35764
O: 0.10960 -0.72313 -0.43450
C: -0.14236 0.32643 -3.40050
C: 0.50723 -0.95285 -3.07795
C: 0.64371 1.55906 -3.27514
C: -1.61361 0.34318 -3.36395
C: 0.58021 -1.48589 -1.58023
H: 1.55307 -0.92326 -3.45499
H: -0.01778 -1.75424 -3.64953
H: -0.00899 -2.41505 -1.54332
H: 1.64451 -1.70494 -1.39217
H: 0.76390 2.08499 -4.23680
H: 1.64762 1.30928 -2.88288
H: 0.14261 2.25372 -2.57622
H: -2.07353 0.18034 -4.35291
H: -1.97535 1.30019 -2.96277
H: -1.95659 -0.48224 -2.71088
C: 1.13849 -3.01850 1.44405
Si: -0.20658 -1.77606 1.76128
C: -1.80778 -2.45439 1.11206
C: -0.29727 -1.39912 3.60867
H: 1.31123 -3.17779 0.37207
H: 0.81224 -3.97331 1.88429
H: 2.08817 -2.73023 1.91201
H: -1.93514 -3.45821 1.54284
H: -2.67364 -1.84047 1.38432
H: -1.78068 -2.54289 0.01762
H: -0.50676 -2.35019 4.12470
H: 0.65230 -1.00196 3.99277
H: -1.09510 -0.68879 3.86107

## Properties
- <S²>: 0.763
- Charge: -2
- E_HOMO (spin up / spin down): 2.56 / 2.51 eV
- LUMO (spin up / spin down): 4.73 / 4.73 eV
- Multiplicity: 2
- Gap between HOMO and LUMO (spin up / spin down): 2.173 / 2.223 eV

The Löwdin scheme yields these atomic charges, measured in e: Ti 0.548; C -0.207; C -0.191; C -0.165; H 0.083; C -0.180; C -0.241; H 0.101; H 0.083; H 0.098; H 0.101; C -0.220; C -0.222; C -0.223; H 0.092; C -0.164; C -0.161; H 0.099; H 0.064; H 0.093; H 0.071; O -0.484; C -0.474; C -0.260; C -0.176; C -0.172; C -0.266; H 0.068; H 0.064; H 0.072; H 0.076; H 0.023; H 0.049; H 0.036; H 0.021; H 0.035; H 0.059; C -0.225; Si 0.518; C -0.219; C -0.271; H 0.014; H 0.009; H 0.011; H 0.006; H 0.011; H 0.025; H -0.014; H -0.001; H 0.005

---

(3)
Below is C18H30AsBMgN4O4S4 as an isolated structure, with properties calculated with ωB97M-V with the def2-TZVPD basis set.

CARTESIAN COORDINATES (ANGSTROEM)
Mg: -2.88901 0.62793 1.33015
S: -4.15498 -3.05055 2.72476
As: -4.91453 -1.06565 2.96910
S: -3.32381 0.19456 3.85483
S: -5.22853 -0.17134 0.97657
S: -6.72396 -0.93513 4.10717
C: -1.89735 -2.63036 0.04862
N: -1.15794 -2.09856 -1.10527
C: 0.22983 -2.50196 -1.23440
C: 0.71484 -2.25425 -2.64837
C: 0.49797 -0.79089 -2.96537
N: -0.89484 -0.43373 -2.76554
C: -1.26416 0.88384 -3.24377
C: -1.65711 -0.98048 -1.72751
O: -2.73224 -0.50489 -1.38740
H: -1.48059 -2.28139 0.99556
H: -1.85432 -3.72143 0.02669
H: -2.93763 -2.32724 0.01600
H: 0.29148 -3.55995 -0.97927
H: 0.86863 -1.96019 -0.52343
H: 0.13421 -2.86721 -3.34229
H: 1.77169 -2.51300 -2.74569
H: 0.75655 -0.57293 -4.00454
H: 1.15435 -0.18178 -2.33162
H: -0.63617 1.66180 -2.79193
H: -2.29596 1.07744 -2.97368
H: -1.15385 0.92382 -4.33238
C: -5.32772 2.88198 -0.70914
N: -5.69530 3.10189 0.68403
C: -4.74310 2.83742 1.64342
N: -5.17122 2.76373 2.92445
O: -3.53766 2.70815 1.33663
H: -5.93128 3.52167 -1.35782
H: -5.45733 1.83487 -1.00029
H: -4.28145 3.13685 -0.83271
H: -6.57947 2.68865 0.92919
H: -6.13599 2.49350 3.03942
H: -4.56292 2.16367 3.47784
C: 6.25959 0.26444 -0.17083
C: 5.19670 -0.31826 0.76304
C: 5.56224 0.07011 2.20415
C: 5.23370 -1.84837 0.63061
C: 3.79089 0.19659 0.43130
C: 3.55054 1.10083 -0.60042
C: 2.26134 1.57587 -0.89125
C: 1.22305 1.11499 -0.12483
O: -0.10982 1.38925 -0.19730
B: -0.79378 0.64969 0.85422
O: 0.26424 -0.07296 1.51775
C: 1.44752 0.21775 0.91040
C: 2.70393 -0.24879 1.20689
H: 7.24660 -0.10190 0.13020
H: 6.27666 1.35793 -0.12571
H: 6.08887 -0.03640 -1.21066
H: 6.57202 -0.27986 2.44989
H: 4.86527 -0.36395 2.92521
H: 5.53161 1.15700 2.32339
H: 6.24518 -2.22686 0.82133
H: 4.93486 -2.14912 -0.37740
H: 4.55241 -2.32696 1.33817
H: 4.36962 1.45312 -1.21553
H: 2.09705 2.27950 -1.69972
H: 2.83054 -0.95246 2.02510

## Properties
- Charge: -2
- E_HOMO: -0.71 eV
- LUMO: 3.55 eV
- Gap between HOMO and LUMO: 4.263 eV

The Löwdin scheme yields these atomic charges, measured in e: Mg 0.250; S -0.240; As -0.552; S -0.062; S -0.004; S -0.331; C -0.059; N -0.069; C -0.160; C -0.156; C -0.175; N -0.080; C -0.052; C -0.492; O 0.002; H 0.075; H 0.083; H 0.047; H 0.118; H 0.118; H 0.116; H 0.109; H 0.115; H 0.102; H 0.082; H 0.084; H 0.078; C -0.108; N -0.008; C -0.681; N 0.159; O -0.101; H 0.067; H 0.049; H 0.076; H 0.111; H 0.088; H -0.020; C -0.085; C -0.566; C -0.056; C -0.056; C -0.186; C -0.047; C -0.014; C -0.256; O 0.071; B -0.352; O 0.087; C -0.232; C 0.050; H 0.077; H 0.081; H 0.084; H 0.078; H 0.078; H 0.089; H 0.078; H 0.086; H 0.078; H 0.088; H 0.115; H 0.126

---

(4)
Below is C18H30Br2F3GaN3 as an isolated structure, with properties calculated with ωB97M-V with the def2-TZVPD basis set.

CARTESIAN COORDINATES (ANGSTROEM)
C: 1.23813 2.41462 1.16543
C: 0.86712 2.42991 -0.12058
Ga: 2.03130 1.83950 -1.70114
C: 3.40995 0.43662 -1.11207
C: 3.22890 -1.02989 -1.50549
C: 1.95677 -1.75672 -1.10707
F: 0.99031 -1.67879 -2.06860
Br: 1.20334 -1.13162 0.56534
C: 2.17050 -3.28140 -0.91657
F: 2.83427 -3.57818 0.20476
F: 0.96654 -3.88272 -0.85571
Br: 3.12270 -4.09989 -2.40958
H: 0.52723 2.18804 1.96621
H: 2.25985 2.62156 1.48065
H: -0.17077 2.72624 -0.30710
H: 1.06156 1.32363 -2.88268
H: 2.87787 3.10255 -2.24407
H: 4.33725 0.75328 -1.59877
H: 3.58936 0.52652 -0.03662
H: 4.03219 -1.63023 -1.05240
H: 3.31074 -1.15094 -2.58802
C: -3.50738 -4.32077 -1.29974
C: -2.17754 -4.13408 -2.01744
C: -2.09183 -2.80381 -2.77572
C: -3.13293 -2.71435 -3.80135
N: -3.96866 -2.65492 -4.58537
H: -4.34035 -4.34825 -2.00432
H: -3.51633 -5.25789 -0.74013
H: -3.68401 -3.50453 -0.59685
H: -2.02021 -4.96125 -2.71305
H: -1.36095 -4.16344 -1.29699
H: -1.12063 -2.69745 -3.25967
H: -2.20769 -1.96047 -2.09116
C: -1.60644 -3.65432 2.22505
C: -2.72724 -3.09755 3.09560
C: -3.78347 -2.34044 2.28131
C: -3.19731 -1.19735 1.57908
N: -2.72276 -0.31924 1.01395
H: -1.05913 -2.85809 1.71865
H: -0.88993 -4.21136 2.82899
H: -2.00148 -4.33089 1.46343
H: -2.31030 -2.42908 3.85138
H: -3.22314 -3.91237 3.62781
H: -4.58241 -1.97063 2.92581
H: -4.23398 -3.00351 1.54097
C: 1.75703 6.82757 2.73424
C: 1.41170 7.43228 1.37896
C: 1.20197 6.36728 0.29815
C: 2.39528 5.55149 0.09273
N: 3.28418 4.84288 -0.04629
H: 2.69309 6.27019 2.68596
H: 1.87029 7.60762 3.48905
H: 0.97488 6.14354 3.06845
H: 2.20712 8.11269 1.06642
H: 0.49841 8.02600 1.46254
H: 0.93727 6.83057 -0.65372
H: 0.38975 5.69184 0.57733

## Properties
- Charge: -1
- E_HOMO: -4.10 eV
- LUMO: 2.39 eV
- Gap between HOMO and LUMO: 6.489 eV

The Löwdin scheme yields these atomic charges, measured in e: C -0.216; C -0.336; Ga 0.259; C -0.339; C -0.321; C -0.824; F -0.034; Br 0.887; C -0.951; F 0.020; F -0.001; Br 0.805; H 0.020; H 0.022; H 0.008; H -0.100; H -0.115; H 0.032; H 0.027; H 0.099; H 0.102; C -0.111; C -0.248; C -0.175; C -0.240; N 0.131; H 0.070; H 0.070; H 0.053; H 0.113; H 0.085; H 0.113; H 0.125; C -0.103; C -0.255; C -0.194; C -0.241; N 0.168; H 0.031; H 0.075; H 0.066; H 0.111; H 0.104; H 0.114; H 0.101; C -0.115; C -0.270; C -0.189; C -0.251; N 0.171; H 0.071; H 0.064; H 0.076; H 0.105; H 0.101; H 0.115; H 0.117

---

Going through the records in order, we get maximum force values of 0.0356 0.0934 0.0366 0.0231 Eh/bohr.
Going through the records in order, we get DFT total energy values of -34583.91350 -52172.18581 -143613.27957 -224234.84542 eV.